Density functional theory data (ωB97M-V/def2-TZVPD) for a cluster of 11 separate species, C46H123N9O13 in total in a non-equilibrium geometry.

highest occupied orbital energy = -8.36 eV
LUMO = 0.451 eV
HOMO-LUMO gap = 8.81 eV
energy = -3296.87420 a.u.
energy relative to the best compared isomer or geometry (same formula, charge and spin) = 30.7 kcal/mol
SMILES = COC[C@H](C)N.COC[C@H](C)N.COC[C@H](C)N.COC[C@H](C)N.COC[C@H](C)N.COC[C@H](C)N.COC[C@H](C)N.COCCNCCOC.COCCNCCOC.CC(C)O.CC(C)O

CARTESIAN COORDINATES (ANGSTROEM)
C -3.05861 1.53685 -2.03653
O -4.08436 1.37318 -0.94770
C -3.97869 2.29808 0.08939
C -5.19480 2.28003 0.99851
C -6.54380 2.48814 0.38787
N -4.95274 3.22803 2.06940
H -3.14070 0.76087 -2.79759
H -2.07525 1.48500 -1.56917
H -3.18274 2.52358 -2.48269
H -3.08562 2.19755 0.70617
H -3.97631 3.32857 -0.26583
H -5.30970 1.24981 1.33548
H -6.56746 3.52674 0.05793
H -7.32691 2.33428 1.13028
H -6.61199 1.75270 -0.41374
H -4.10785 3.04897 2.59304
H -5.66909 3.03313 2.75421
C -0.22321 -2.87397 0.91362
O 0.31176 -1.76215 1.64018
C 0.07110 -0.49276 0.88972
C 0.64849 0.66849 1.78181
C 0.45983 2.06351 1.19384
N 2.05416 0.60351 1.94778
H -0.15619 -3.77895 1.51746
H 0.34256 -3.09746 0.00915
H -1.25073 -2.79387 0.55881
H 0.47481 -0.64641 -0.11104
H -1.00801 -0.36181 0.80922
H 0.18225 0.71641 2.76590
H 0.78027 2.19680 0.16057
H 0.79433 2.77449 1.94929
H -0.56858 2.42347 1.16362
H 2.42435 0.61857 1.00819
H 2.04641 -0.38766 2.14173
C -1.69207 5.21934 1.59723
O -1.59171 6.54900 0.99144
C -2.77411 6.96379 0.28100
C -2.55397 8.45067 0.12093
C -2.44541 9.20761 1.44031
N -3.76952 9.09163 -0.39079
H -2.65256 4.91904 2.01601
H -0.94389 5.25856 2.38894
H -1.39937 4.40772 0.93113
H -2.87407 6.56451 -0.72830
H -3.64285 6.98176 0.93908
H -1.61845 8.69784 -0.38088
H -2.98439 8.75289 2.27147
H -2.59342 10.28738 1.42339
H -1.45692 9.03471 1.86587
H -3.72630 8.94327 -1.38890
H -3.75649 10.07514 -0.16131
C -5.31576 -5.48890 0.49204
O -4.28190 -5.07532 -0.40352
C -4.23540 -3.62398 -0.49184
C -3.55227 -3.23744 -1.83356
C -4.21849 -4.00077 -2.92918
N -2.17963 -3.59415 -1.83847
H -5.34269 -6.57368 0.38897
H -6.26445 -5.04822 0.18564
H -5.12550 -5.27544 1.54387
H -5.14006 -3.01889 -0.55146
H -3.58448 -3.20840 0.27737
H -3.71761 -2.17212 -1.99434
H -3.83310 -3.94769 -3.94739
H -5.28788 -3.79217 -2.89768
H -4.25246 -5.05015 -2.63632
H -1.69704 -3.18722 -2.62689
H -2.05223 -4.58550 -1.98371
C 0.22372 -6.00038 3.39827
O 0.64613 -7.34815 3.24287
C -0.07379 -8.24735 4.09466
C -0.12359 -9.77641 3.68559
C -0.91829 -10.63510 4.73154
N 1.22596 -10.30981 3.50250
H 1.00480 -5.28297 3.14662
H 0.09431 -5.82583 4.46639
H -0.66328 -5.83823 2.78587
H 0.22240 -8.20929 5.14296
H -1.13374 -8.00707 4.01170
H -0.73409 -9.86108 2.78659
H -0.94984 -11.65855 4.35782
H -1.94158 -10.27028 4.82037
H -0.37272 -10.45438 5.65771
H 1.58162 -10.40677 4.44283
H 1.11508 -11.26665 3.19879
C -3.47156 -4.96974 4.10179
O -2.98004 -3.74067 4.55914
C -2.73734 -2.82265 3.58078
C -4.18441 -2.25910 3.10039
C -4.16371 -1.14062 2.18863
N -5.09453 -1.81201 4.17157
H -4.53263 -4.81775 3.90397
H -3.44583 -5.73262 4.87989
H -3.05186 -5.35052 3.17068
H -2.21547 -1.92239 3.90524
H -2.16938 -3.22679 2.74281
H -4.53640 -3.12591 2.54105
H -5.18111 -0.87191 1.90440
H -3.77380 -1.33088 1.18869
H -3.75425 -0.28226 2.72123
H -4.59931 -1.15326 4.75544
H -5.23724 -2.53844 4.85861
C 3.33120 -5.03121 0.09009
O 3.22108 -3.91301 -0.82755
C 3.37066 -2.64981 -0.15511
C 3.51067 -1.41658 -1.20540
C 4.72588 -1.62889 -2.13105
N 3.68101 -0.09354 -0.57972
H 2.54795 -5.08118 0.84648
H 4.28309 -5.12318 0.61310
H 3.08258 -5.96514 -0.41395
H 2.74373 -2.40509 0.70231
H 4.37717 -2.71925 0.25744
H 2.51037 -1.49815 -1.63066
H 4.85333 -0.92665 -2.95489
H 4.54880 -2.60632 -2.57981
H 5.66298 -1.44345 -1.60612
H 3.48524 0.70860 -1.16139
H 4.66664 0.01776 -0.38932
C 5.75400 5.24321 -2.67314
O 6.74105 6.17769 -3.22609
C 6.65108 7.47214 -2.86816
C 6.78071 7.66982 -1.35663
N 5.60784 7.27784 -0.51697
C 4.34566 8.04804 -0.75510
C 3.19404 7.56751 0.09756
O 2.87128 6.23744 -0.25661
C 1.59609 5.84255 0.04158
H 4.71954 5.56666 -2.55747
H 6.18007 4.71559 -1.81981
H 5.55176 4.38913 -3.31947
H 5.69690 7.75251 -3.31430
H 7.44157 7.96690 -3.43247
H 7.14373 8.69121 -1.24223
H 7.66501 7.12748 -1.02202
H 5.50843 6.27528 -0.58831
H 4.02165 8.03446 -1.79574
H 4.49809 9.09307 -0.48532
H 2.47797 8.37313 -0.06466
H 3.34159 7.60778 1.17677
H 1.44858 4.86970 -0.42735
H 0.84740 6.45941 -0.45547
H 1.42973 5.92802 1.11542
C -0.36023 -0.01124 -5.87605
O 0.53142 0.05254 -4.73306
C 1.06864 -1.16666 -4.31746
C 0.00894 -2.00278 -3.48319
N -0.50462 -3.27047 -4.01496
C 0.34993 -4.42819 -3.93343
C -0.16900 -5.50665 -4.86088
O -0.18800 -5.09099 -6.24125
C -0.61861 -6.18804 -7.07623
H -0.83644 0.96523 -5.96466
H -1.10399 -0.80756 -5.84788
H 0.14247 -0.04620 -6.84257
H 1.93673 -0.90997 -3.71030
H 1.47200 -1.67885 -5.19099
H -0.77183 -1.24236 -3.46692
H 0.20716 -2.20605 -2.43082
H -1.00542 -3.19969 -4.88919
H 0.34975 -4.77778 -2.90101
H 1.37797 -4.18492 -4.20186
H -1.22128 -5.70143 -4.65382
H 0.41530 -6.41338 -4.70427
H 0.11870 -6.99072 -7.08965
H -0.66503 -5.72694 -8.06280
H -1.56049 -6.58109 -6.69349
C 4.03663 1.80434 -3.74131
C 3.19733 2.63886 -2.82045
C 1.72277 2.23829 -2.75411
O 3.66309 2.56224 -1.46705
H 3.78239 2.15606 -4.74118
H 3.79564 0.74765 -3.85718
H 5.09935 1.81984 -3.49946
H 3.31987 3.59893 -3.32180
H 1.15749 2.88359 -2.08169
H 1.58485 1.22523 -2.37626
H 1.33616 2.31903 -3.77003
H 3.20277 3.19107 -0.90645
C 2.18130 1.86509 5.39644
C 3.21267 2.62296 4.59413
C 4.23496 3.57399 5.34595
O 4.02922 1.74676 3.90899
H 1.62799 2.56874 6.01840
H 2.74954 1.14408 5.98410
H 1.43202 1.55712 4.66718
H 2.64202 3.35027 4.01667
H 4.82055 3.99744 4.52994
H 4.81374 2.97205 6.04651
H 3.72674 4.33901 5.93293
H 3.50538 1.23538 3.28795

---

Density functional theory data (ωB97M-V/def2-TZVPD) for a cluster of 10 separate species, C46H126N15O11P3 in total in a non-equilibrium geometry.

highest occupied orbital energy = -8.02 eV
LUMO = 0.353 eV
HOMO-LUMO gap = 8.37 eV
energy = -4501.14973 a.u.
SMILES = CN(C)P(=O)(N(C)C)N(C)C.CN(C)P(=O)(N(C)C)N(C)C.CN(C)P(=O)(N(C)C)N(C)C.COC[C@H](C)N.COC[C@H](C)N.COC[C@H](C)N.COC[C@H](C)N.COC[C@H](C)N.COC[C@H](C)N.O=C1CCCO1

CARTESIAN COORDINATES (ANGSTROEM)
C 30.49884 -24.10570 9.67585
N 29.17103 -23.50708 9.32407
C 29.23152 -22.89177 7.97263
P 27.92729 -23.20478 10.42014
O 27.07913 -22.07280 10.02866
N 27.06665 -24.64228 10.55063
C 27.72040 -25.91372 10.61452
C 25.74092 -24.64361 11.08626
N 28.69943 -23.01162 11.88745
C 29.67739 -21.90299 11.90458
C 28.02593 -23.26051 13.22752
H 30.80529 -24.73295 8.83874
H 30.32826 -24.92751 10.37129
H 31.17647 -23.30337 9.96773
H 29.39249 -23.67195 7.22865
H 30.04018 -22.16164 7.94015
H 28.31006 -22.36852 7.71728
H 28.30538 -25.99631 11.53054
H 27.01344 -26.73386 10.48938
H 28.33506 -26.10567 9.73506
H 25.09566 -23.85682 10.69549
H 25.21399 -25.56397 10.83448
H 25.85398 -24.44435 12.15191
H 30.07366 -21.66738 10.91687
H 29.14981 -21.01301 12.24765
H 30.56044 -22.07567 12.51979
H 27.14075 -22.62739 13.28835
H 28.63363 -23.07556 14.11330
H 27.66092 -24.28579 13.28810
C 30.37037 -9.71045 20.92051
N 30.86176 -11.00152 20.57472
C 30.58254 -11.49843 19.23218
P 31.64302 -12.09272 21.72046
O 32.22711 -13.27705 21.07062
N 32.78996 -11.09007 22.68054
C 33.31159 -11.49740 24.06339
C 33.73423 -10.17395 21.98759
N 30.40733 -12.56220 22.78381
C 29.72839 -13.85370 22.66881
C 29.65490 -11.65884 23.75481
H 29.34045 -9.70042 20.56377
H 31.00793 -8.90831 20.54879
H 30.39428 -9.61313 22.00589
H 31.40320 -12.08723 18.82239
H 30.41371 -10.68155 18.53053
H 29.72561 -12.17201 19.23945
H 32.48988 -11.78182 24.72066
H 34.07833 -12.24345 23.85456
H 33.94299 -10.71170 24.47826
H 34.68652 -10.63898 21.73270
H 33.33224 -9.75638 21.06448
H 34.06613 -9.37458 22.65012
H 30.54458 -14.57605 22.65633
H 29.00564 -14.09970 23.44677
H 29.26304 -13.84082 21.68322
H 28.89177 -11.18436 23.13788
H 30.25683 -10.88494 24.23109
H 29.26930 -12.30422 24.54405
C 23.58613 -12.95506 17.89554
N 24.43874 -12.46424 19.02955
C 25.87257 -12.70618 18.86033
P 23.77398 -11.65487 20.43490
O 22.33087 -11.46790 20.31459
N 24.31327 -12.67740 21.70451
C 23.35504 -13.75164 22.08517
C 25.71277 -12.99183 21.94239
N 24.70370 -10.21294 20.42218
C 25.09994 -9.42285 21.67860
C 24.66270 -9.40062 19.18968
H 22.65666 -12.38755 17.94149
H 23.39099 -14.00430 18.11719
H 24.10676 -12.88651 16.94037
H 26.44534 -12.03083 19.49589
H 26.18519 -12.42607 17.85440
H 26.13251 -13.73621 19.10439
H 23.64804 -14.68097 21.59671
H 23.48446 -13.93062 23.15256
H 22.31641 -13.60681 21.78786
H 25.96642 -13.93351 21.45555
H 26.20986 -12.03895 21.76072
H 25.82218 -13.09697 23.02177
H 24.69946 -9.84386 22.60082
H 26.18390 -9.39066 21.78866
H 24.70158 -8.41079 21.60705
H 24.00955 -8.53422 19.29383
H 24.19035 -10.06961 18.47036
H 25.64071 -9.02786 18.88531
C 31.06963 -22.59953 15.66385
O 31.29965 -23.71121 14.79556
C 31.42123 -24.93854 15.40527
C 31.33581 -26.11602 14.40131
C 32.51848 -25.98785 13.47506
N 30.23720 -25.97029 13.50039
H 30.19269 -22.78619 16.28373
H 30.87312 -21.69936 15.08145
H 31.98217 -22.32807 16.19459
H 32.34634 -24.89479 15.98004
H 30.59946 -25.00182 16.11856
H 31.34112 -27.10677 14.85572
H 32.66261 -24.96404 13.12991
H 32.35742 -26.64786 12.62269
H 33.49906 -26.32091 13.81513
H 30.37929 -25.14574 12.93468
H 29.40291 -25.73842 14.02031
C 26.36881 -14.27968 15.01491
O 25.39333 -15.15140 14.50493
C 24.12287 -14.58601 14.33846
C 23.21732 -15.75313 13.89086
C 21.78768 -15.35765 13.42108
N 23.07875 -16.85264 14.87370
H 27.31006 -14.73381 14.70522
H 26.31436 -14.05334 16.07977
H 26.46319 -13.34759 14.45778
H 23.77163 -14.06817 15.23096
H 23.97285 -13.84170 13.55641
H 23.78707 -16.23984 13.09929
H 21.30747 -16.28209 13.10029
H 21.89969 -14.86240 12.45657
H 21.05174 -14.86177 14.05401
H 22.79807 -16.49120 15.77407
H 24.02292 -17.15523 15.06632
C 21.72319 -22.00337 16.42834
O 21.98653 -21.12084 15.40286
C 23.34985 -20.74172 15.36707
C 23.74177 -20.47599 13.85726
C 25.19392 -20.02948 13.54955
N 22.82299 -19.55842 13.21847
H 22.00923 -21.78771 17.45780
H 22.26652 -22.92218 16.20771
H 20.63723 -22.01741 16.52105
H 23.49981 -19.78340 15.86431
H 23.98982 -21.44886 15.89478
H 23.62713 -21.44601 13.37350
H 25.81451 -20.81440 13.98183
H 25.51812 -19.19644 14.17328
H 25.36688 -20.04645 12.47349
H 21.93512 -20.02375 13.34198
H 22.80409 -18.69066 13.73493
C 25.90113 -20.67394 18.80049
O 26.93200 -20.11115 19.64829
C 26.89591 -18.75974 19.99090
C 25.61083 -18.38896 20.71400
C 25.50269 -16.98570 21.22587
N 25.35329 -19.31690 21.78411
H 25.93511 -20.15607 17.84198
H 24.88023 -20.67361 19.18242
H 26.02653 -21.75468 18.73445
H 27.76551 -18.63103 20.63536
H 27.09100 -18.17749 19.09033
H 24.78915 -18.59682 20.02861
H 24.51609 -16.82229 21.65948
H 25.61566 -16.24433 20.43486
H 26.27460 -16.89095 21.98959
H 25.30602 -20.22307 21.34057
H 26.22651 -19.36145 22.28968
C 32.35312 -15.84894 15.84756
O 31.36489 -15.32452 14.89837
C 31.84974 -15.29187 13.49721
C 30.82596 -14.57222 12.68880
C 29.42821 -15.11108 12.73645
N 31.25877 -14.38819 11.32468
H 32.41363 -16.91795 15.64342
H 31.98314 -15.60026 16.84223
H 33.21566 -15.20352 15.68154
H 32.83383 -14.83155 13.40909
H 31.98165 -16.32151 13.16471
H 30.67838 -13.56940 13.08964
H 29.25246 -15.17528 13.81027
H 29.35781 -16.16433 12.46477
H 28.70265 -14.44563 12.26864
H 30.52180 -13.87258 10.86520
H 31.57342 -15.20172 10.81550
C 29.14533 -15.10986 18.06305
O 28.41960 -16.23704 17.58297
C 29.01833 -16.98412 16.50379
C 28.21302 -18.20291 16.13501
C 28.59351 -18.94282 14.87122
N 26.84596 -17.95790 16.16127
H 29.27889 -14.46266 17.19621
H 30.11702 -15.44235 18.42824
H 28.67114 -14.67975 18.94523
H 29.17249 -16.44222 15.57068
H 29.94779 -17.38107 16.91204
H 28.30075 -18.86309 16.99789
H 27.98475 -19.82796 14.68670
H 29.62367 -19.29675 14.91085
H 28.44747 -18.30508 13.99941
H 26.61484 -17.41970 15.33845
H 26.65353 -17.27664 16.88166
O 28.18056 -11.79330 15.79595
C 29.33593 -11.67222 15.35560
C 29.83897 -10.92685 14.13116
C 31.29266 -11.22021 14.18005
C 31.61809 -11.92040 15.46945
O 30.34295 -12.24575 15.99508
H 29.34746 -11.22936 13.20650
H 29.66464 -9.85997 14.27067
H 31.77215 -11.75043 13.35721
H 31.89637 -10.31274 14.16867
H 32.28211 -12.74159 15.19960
H 32.21431 -11.28963 16.12882

---

Density functional theory data (ωB97M-V/def2-TZVPD) for a structure of composition C46H25F15GeN4SW.

highest occupied orbital energy (spin up / spin down) = -13.16 / -13.34 eV
LUMO (spin up / spin down) = -5.915 / -6.479 eV
HOMO-LUMO gap (spin up / spin down) = 7.25 / 6.86 eV
⟨S²⟩ = 2.019
2S+1 = 3
energy = -6026.62495 a.u.
energy relative to the best compared isomer or geometry (same formula, charge and spin) = 10.1 kcal/mol
total charge = +2

CARTESIAN COORDINATES (ANGSTROEM)
W 0.30582 -0.27071 0.22156
C -1.88739 1.10069 -1.45684
N -0.82781 1.47916 -0.46662
C -1.46393 2.26554 0.64574
C -1.09023 1.75086 1.99865
C -1.24300 2.52420 3.12712
C -1.03631 1.94144 4.36892
C -0.70477 0.60040 4.43419
C -0.54513 -0.10536 3.25935
N -0.71891 0.45887 2.05362
C 0.21563 2.34781 -1.11817
C 1.13015 1.56198 -2.01120
C 1.69788 2.12604 -3.13394
C 2.59238 1.37587 -3.88461
C 2.86007 0.07232 -3.50556
C 2.23974 -0.43345 -2.37968
N 1.41512 0.30365 -1.62753
C -1.55031 -0.12538 -2.24348
C -2.05103 -0.34096 -3.51057
C -1.83144 -1.57073 -4.11382
C -1.12971 -2.54024 -3.41858
C -0.65041 -2.24414 -2.15734
N -0.84679 -1.05228 -1.57797
H -2.11152 1.95235 -2.09927
H -2.78834 0.86816 -0.89213
H -2.54288 2.16779 0.55436
H -1.23412 3.32362 0.53348
H -1.52945 3.56467 3.03829
H -1.14536 2.52815 5.27242
H -0.55400 0.09842 5.38061
H -0.26892 -1.14567 3.26258
H 0.80703 2.78716 -0.31531
H -0.27047 3.15002 -1.67459
H 1.44626 3.14114 -3.41486
H 3.05714 1.80148 -4.76553
H 3.53790 -0.55479 -4.06743
H 2.39555 -1.45641 -2.07314
H -2.61524 0.43619 -4.01090
H -2.21225 -1.76858 -5.10789
H -0.94724 -3.51901 -3.84090
H -0.09292 -2.97249 -1.58692
F 3.95497 3.46079 1.99446
C 4.11685 3.08672 3.27237
C 4.19914 1.73703 3.58274
C 4.32289 1.40970 4.92353
F 4.37692 0.12913 5.30477
C 4.39574 2.37287 5.91267
F 4.51510 2.02498 7.18614
C 4.33458 3.71032 5.56075
F 4.40082 4.64100 6.49294
C 4.19139 4.07501 4.22971
F 4.11566 5.35771 3.89383
Ge 4.02423 0.42523 2.16924
S 2.08454 1.03473 1.23742
C 4.22748 -1.39202 2.83027
C 5.51183 -1.91651 2.91792
F 6.56902 -1.14723 2.62270
C 5.75994 -3.20778 3.34294
F 6.99836 -3.67505 3.40529
C 4.69376 -4.01101 3.71699
F 4.90729 -5.24930 4.11864
C 3.40325 -3.51220 3.66723
F 2.37412 -4.27101 4.03156
C 3.20074 -2.22017 3.23135
F 1.93000 -1.77119 3.18557
C 5.33162 0.65414 0.73158
C 5.18984 -0.11724 -0.39958
F 4.22373 -1.06501 -0.42563
C 5.99304 0.00243 -1.51074
F 5.78243 -0.75960 -2.58692
C 7.02988 0.92008 -1.48890
F 7.81143 1.05755 -2.54299
C 7.24589 1.68198 -0.35183
F 8.25170 2.54278 -0.31477
C 6.40241 1.53511 0.73776
F 6.68261 2.25725 1.82530
C 2.39938 -5.09961 0.50250
C 2.71075 -3.75797 0.17452
C 1.73775 -2.80997 0.30578
C 0.44439 -3.12230 0.78259
C -0.51262 -2.08315 0.92823
C -1.76189 -2.40653 1.39663
C -2.08265 -3.74209 1.72738
C -1.15978 -4.74381 1.59123
C 0.14129 -4.45890 1.11254
C 1.15613 -5.43852 0.95769
H 3.16317 -5.85988 0.39777
H 3.70583 -3.49662 -0.16676
H 2.01721 -1.76018 0.10655
H -2.52402 -1.64547 1.52291
H -3.07567 -3.97203 2.09459
H -1.41769 -5.76379 1.85181
H 0.93520 -6.46784 1.21820

---

Which formula does entry 1 have? C46H123N9O13